#i
Formula: F3HN2
Source: OMol25
Level of theory: ωB97M-V/def2-TZVPD

The geometry in XYZ format:
```
6
Properties=species:S:1:pos:R:3
N -0.569 0.747 0.541
N -1.849 0.537 0.163
F 0.045 1.874 0.103
F -2.241 -0.601 0.838
F -2.020 0.034 -1.168
H 0.138 -0.025 0.289
```

LUMO (eV): 1.0
Highest occupied orbital energy (eV): -11.386
SMILES: FNN(F)F
Frontier orbital gap (eV): 12.428
Spin multiplicity: 1

Mulliken population analysis, charges in e, atoms 1 to 4: -0.0711 0.2738 -0.1334 -0.1364

---

#ii
Formula: F3HN2
Source: OMol25
Level of theory: ωB97M-V/def2-TZVPD

The geometry in XYZ format:
```
6
Properties=species:S:1:pos:R:3
N 0.092 -1.454 -0.872
N -0.084 -0.805 0.168
F 1.163 -1.056 -1.554
F 0.041 2.392 1.185
F -1.224 -1.192 0.772
H 0.013 2.115 0.301
```

LUMO (eV): -0.2
Highest occupied orbital energy (eV): -12.401
SMILES: F/N=N/F.F
Frontier orbital gap (eV): 12.188
Spin multiplicity: 1

Mulliken population analysis, charges in e, atoms 1 to 4: -0.0269 0.1914 -0.0764 -0.3937

---

Most favorable structure: #ii. The second most favorable one is 0.0764 hartree above it.

---

#i
Formula: C36H37As2NO5PtS
Source: OMol25
Level of theory: ωB97M-V/def2-TZVPD

The geometry in XYZ format:
```
83
Properties=species:S:1:pos:R:3
Pt 0.125 -0.127 0.059
N 3.500 1.432 2.948
C 2.493 1.007 2.124
O 1.467 1.649 2.013
C 2.798 -0.284 1.390
C 1.599 -1.179 1.150
H 3.412 2.340 3.371
H 4.381 0.954 2.993
H 3.557 -0.833 1.959
H 3.236 -0.014 0.425
H 1.332 -1.604 2.114
H 1.802 -2.009 0.476
C -2.448 0.739 2.206
C -3.198 0.875 0.908
As -1.946 1.203 -0.622
C -1.597 3.096 -0.420
C -0.512 3.619 -1.125
C -0.212 4.970 -1.016
C -0.977 5.800 -0.209
C -2.049 5.278 0.499
C -2.358 3.930 0.394
C -3.156 0.876 -2.099
C -3.310 1.840 -3.087
C -4.152 1.594 -4.162
C -4.834 0.389 -4.251
C -4.677 -0.576 -3.266
C -3.842 -0.330 -2.185
As -1.106 -0.644 1.957
C -0.610 -1.081 3.784
C 0.673 -1.000 4.313
C 0.906 -1.324 5.642
C -0.139 -1.722 6.462
C -1.427 -1.772 5.951
C -1.660 -1.444 4.624
C -2.196 -2.152 1.390
C -1.675 -3.001 0.419
C -2.417 -4.081 -0.039
C -3.691 -4.312 0.461
C -4.221 -3.462 1.421
C -3.475 -2.389 1.887
H -3.076 0.475 3.058
H -1.910 1.659 2.448
H -3.878 1.725 0.886
H -3.778 -0.019 0.682
H 0.109 2.969 -1.728
H 0.634 5.366 -1.563
H -0.736 6.852 -0.127
H -2.648 5.918 1.135
H -3.201 3.553 0.958
H -2.761 2.772 -3.028
H -4.267 2.341 -4.936
H -5.486 0.198 -5.095
H -5.200 -1.520 -3.340
H -3.714 -1.093 -1.423
H 1.506 -0.658 3.720
H 1.912 -1.256 6.034
H 0.047 -1.977 7.497
H -2.256 -2.064 6.582
H -2.675 -1.487 4.254
H -0.694 -2.807 0.003
H -2.001 -4.730 -0.797
H -4.274 -5.148 0.096
H -5.220 -3.628 1.803
H -3.924 -1.720 2.612
O -0.537 0.887 -1.610
C 7.630 -1.699 -3.962
C 6.255 -1.201 -3.605
C 6.084 -0.132 -2.732
C 4.817 0.343 -2.425
C 3.704 -0.258 -2.989
C 3.854 -1.322 -3.865
C 5.124 -1.787 -4.166
S 2.078 0.325 -2.574
O 1.211 -0.103 -3.637
O 2.207 1.746 -2.339
O 1.852 -0.436 -1.273
H 8.385 -1.293 -3.289
H 7.899 -1.405 -4.979
H 7.681 -2.787 -3.914
H 6.955 0.343 -2.295
H 4.683 1.192 -1.767
H 2.972 -1.764 -4.309
H 5.240 -2.616 -4.855
```

LUMO (eV): 0.3
Highest occupied orbital energy (eV): -8.365
Frontier orbital gap (eV): 8.642
Spin multiplicity: 1

Mulliken population analysis, charges in e, atoms 1 to 4: 2.1501 -0.4098 0.6062 -0.5448

---

#ii
Formula: C36H37As2NO5PtS
Source: OMol25
Level of theory: ωB97M-V/def2-TZVPD

The geometry in XYZ format:
```
83
Properties=species:S:1:pos:R:3
Pt -0.135 0.041 0.074
N -2.009 -2.252 3.589
C -1.403 -1.654 2.532
O -0.768 -0.618 2.663
C -1.516 -2.380 1.199
C -1.613 -1.437 -0.007
H -1.857 -1.865 4.505
H -2.470 -3.139 3.498
H -2.379 -3.057 1.200
H -0.610 -2.979 1.120
H -2.615 -1.039 0.031
H -1.460 -1.924 -0.963
C -1.592 3.078 0.792
C -0.286 3.557 0.176
As 1.059 2.089 0.277
C 1.652 2.293 2.130
C 2.413 1.271 2.693
C 2.856 1.374 4.004
C 2.543 2.485 4.772
C 1.778 3.503 4.220
C 1.337 3.406 2.908
C 2.418 2.679 -0.937
C 3.720 2.845 -0.483
C 4.699 3.272 -1.369
C 4.380 3.528 -2.695
C 3.079 3.357 -3.146
C 2.093 2.934 -2.265
As -2.024 1.394 -0.119
C -3.955 1.157 0.140
C -4.612 0.031 0.629
C -5.996 0.020 0.752
C -6.746 1.130 0.402
C -6.100 2.267 -0.059
C -4.721 2.280 -0.179
C -1.946 1.944 -1.992
C -1.368 1.054 -2.893
C -1.266 1.380 -4.240
C -1.729 2.603 -4.696
C -2.301 3.501 -3.803
C -2.413 3.172 -2.461
H -2.430 3.767 0.672
H -1.481 2.870 1.859
H 0.162 4.415 0.672
H -0.430 3.828 -0.869
H 2.628 0.384 2.108
H 3.441 0.565 4.421
H 2.888 2.557 5.795
H 1.521 4.376 4.807
H 0.747 4.226 2.523
H 3.969 2.627 0.548
H 5.716 3.396 -1.022
H 5.150 3.856 -3.381
H 2.832 3.547 -4.183
H 1.078 2.789 -2.621
H -4.083 -0.857 0.940
H -6.482 -0.869 1.131
H -7.824 1.114 0.499
H -6.666 3.151 -0.324
H -4.252 3.186 -0.532
H -0.979 0.107 -2.539
H -0.809 0.676 -4.924
H -1.640 2.863 -5.742
H -2.653 4.463 -4.149
H -2.834 3.905 -1.786
O 1.734 0.410 0.120
C 2.443 -8.644 -0.700
C 2.391 -7.152 -0.516
C 2.022 -6.592 0.704
C 2.003 -5.216 0.881
C 2.346 -4.381 -0.170
C 2.722 -4.921 -1.391
C 2.740 -6.297 -1.558
S 2.291 -2.609 0.047
O 3.164 -2.059 -0.964
O 2.661 -2.372 1.430
O 0.854 -2.310 -0.196
H 1.942 -9.161 0.118
H 3.475 -8.998 -0.734
H 1.966 -8.944 -1.635
H 1.759 -7.245 1.530
H 1.743 -4.780 1.838
H 3.005 -4.252 -2.193
H 3.038 -6.717 -2.513
```

LUMO (eV): -0.2
Highest occupied orbital energy (eV): -8.077
Frontier orbital gap (eV): 7.857
Spin multiplicity: 1

Mulliken population analysis, charges in e, atoms 1 to 4: 2.6196 -0.4342 0.6471 -0.5347

---

Most favorable structure: #i. The second most favorable one is 0.0479 hartree above it.